[1]
{"formula": "C50H55F5HgN5P2", "method": "ωB97M-V/def2-TZVPD", "elements": ["Hg", "C", "P", "C", "N", "C", "C", "C", "C", "C", "C", "N", "C", "P", "C", "C", "C", "C", "C", "C", "C", "C", "C", "H", "H", "H", "H", "H", "H", "H", "H", "H", "H", "H", "H", "H", "H", "H", "H", "H", "H", "H", "H", "H", "H", "H", "H", "H", "H", "H", "H", "C", "C", "C", "C", "C", "C", "C", "C", "C", "C", "N", "C", "C", "C", "C", "C", "N", "H", "H", "H", "H", "H", "H", "H", "H", "H", "H", "H", "H", "H", "H", "H", "H", "H", "C", "C", "C", "C", "C", "C", "C", "C", "C", "C", "C", "C", "C", "C", "C", "N", "H", "H", "H", "H", "H", "H", "H", "H", "H", "H", "F", "C", "F", "C", "F", "F", "F"], "positions_angstrom": [[-0.1837, -0.1580, -0.4168], [0.3965, 4.2660, -0.1963], [0.8623, 3.2897, 1.2994], [2.6787, 3.1077, 1.1700], [3.4138, 4.2100, 0.8582], [4.7635, 4.0763, 0.9107], [5.5959, 5.1578, 0.5708], [6.9782, 5.0638, 0.6802], [7.5632, 3.8848, 1.1314], [6.7611, 2.7941, 1.4560], [5.3677, 2.8562, 1.3366], [4.6097, 1.7541, 1.6210], [3.2744, 1.8912, 1.5031], [2.2498, 0.3471, 1.7490], [1.5191, 0.7293, 3.4145], [3.4340, -1.0280, 2.2455], [2.5332, -2.2593, 2.4297], [4.2180, -0.7668, 3.5322], [4.4044, -1.3233, 1.0953], [0.6903, 4.6329, 2.6362], [1.5236, 4.2045, 3.8438], [-0.7897, 4.6683, 3.0355], [1.1147, 6.0403, 2.2089], [1.2524, 4.8382, -0.5561], [-0.4284, 4.9361, 0.0521], [0.0435, 3.5862, -0.9675], [5.1194, 6.0672, 0.2226], [7.6024, 5.9091, 0.4110], [8.6415, 3.8123, 1.2218], [7.1974, 1.8622, 1.7986], [2.2558, 1.1734, 4.0850], [1.1112, -0.1802, 3.8618], [0.7017, 1.4316, 3.2645], [1.9028, -2.1736, 3.3184], [3.1544, -3.1552, 2.5427], [1.8747, -2.4043, 1.5689], [3.5613, -0.7270, 4.4033], [4.7775, 0.1649, 3.4567], [4.9296, -1.5867, 3.6926], [3.8671, -1.6876, 0.2177], [5.1064, -2.1025, 1.4143], [4.9653, -0.4337, 0.8173], [1.2623, 3.1959, 4.1712], [1.3440, 4.8899, 4.6813], [2.5890, 4.2197, 3.6087], [-1.4482, 4.7246, 2.1655], [-0.9870, 5.5459, 3.6624], [-1.0694, 3.7762, 3.6025], [2.1168, 6.0346, 1.7843], [1.0961, 6.6979, 3.0881], [0.4269, 6.4572, 1.4700], [-0.9991, -3.7398, -4.2529], [-1.9030, -2.7572, -3.5097], [-2.6461, -1.8185, -4.4313], [-3.0656, -2.2278, -5.6919], [-3.6836, -1.3492, -6.5702], [-3.8444, -0.0265, -6.1936], [-3.4587, 0.4180, -4.9326], [-3.5370, 1.8999, -4.6345], [-2.2787, 2.6183, -5.1307], [-2.9035, -0.5023, -4.0215], [-2.5271, -0.0777, -2.7374], [-3.4780, 0.3378, -1.9830], [-3.3563, 1.0841, -0.7738], [-4.4592, 1.5433, -0.0356], [-3.9404, 2.3634, 0.9656], [-2.5506, 2.3563, 0.7653], [-2.1819, 1.5927, -0.2695], [-1.5704, -4.4976, -4.7936], [-0.3426, -4.2591, -3.5576], [-0.3707, -3.2084, -4.9703], [-2.6068, -3.3050, -2.8741], [-1.3036, -2.1506, -2.8303], [-2.9045, -3.2550, -5.9955], [-4.0215, -1.6921, -7.5410], [-4.2701, 0.6892, -6.8907], [-3.6373, 2.0846, -3.5681], [-4.4237, 2.3156, -5.1214], [-1.3977, 2.2184, -4.6283], [-2.3310, 3.6896, -4.9266], [-2.1480, 2.4763, -6.2064], [-4.5201, 0.1862, -2.3050], [-5.4957, 1.2991, -0.2247], [-4.4814, 2.9040, 1.7286], [-1.8034, 2.8824, 1.3442], [-2.7189, -0.8562, 3.0552], [-3.1942, -2.1528, 2.9321], [-2.6514, -2.9776, 1.9617], [-1.6825, -2.5038, 1.0698], [-1.2676, -1.1639, 1.1194], [-1.7644, -0.3856, 2.1647], [-0.9858, -3.5003, 0.2015], [-1.5712, -4.7810, -0.0749], [-0.8369, -5.7402, -0.6892], [0.4953, -5.4609, -1.0865], [1.3398, -6.4002, -1.7263], [2.5917, -6.0370, -2.1302], [3.0537, -4.7147, -1.9143], [2.2592, -3.7939, -1.2974], [0.9581, -4.1518, -0.8636], [0.2166, -3.2091, -0.2192], [-3.1064, -0.2012, 3.8271], [-3.9635, -2.5265, 3.5977], [-2.9597, -4.0148, 1.9355], [-1.4165, 0.6334, 2.2719], [-2.6005, -4.9739, 0.1889], [-1.2616, -6.7169, -0.8974], [0.9706, -7.4056, -1.8984], [3.2314, -6.7540, -2.6301], [4.0455, -4.4325, -2.2444], [2.5809, -2.7735, -1.1354], [1.6731, 1.5706, -1.9941], [1.3513, 0.2489, -1.8306], [2.5184, -0.3648, -1.3851], [1.2115, -0.2985, -3.2597], [2.2305, 0.0841, -4.0545], [0.0851, 0.1157, -3.8440], [1.1999, -1.6454, -3.2580]], "mulliken_charge": [2.44, -1.36, 1.40, -0.38, -0.20, -0.21, -0.31, -0.51, -0.59, -0.55, 0.05, 0.07, -0.83, 1.43, -1.50, 1.97, -2.25, -2.13, -1.53, 1.66, -1.98, -1.84, -1.83, 0.41, 0.47, 0.09, 0.40, 0.34, 0.34, 0.36, 0.56, 0.61, -0.04, 0.32, 0.55, 0.39, 0.35, 0.22, 0.59, -0.04, 0.61, 0.16, 0.32, 0.56, 0.33, 0.38, 0.50, 0.31, 0.22, 0.55, 0.35, -1.49, 1.36, 0.30, -0.58, -1.02, -0.50, 0.26, -0.52, -1.13, -0.28, 0.76, -0.98, 0.57, -1.06, -1.39, -0.47, 0.33, 0.46, 0.18, 0.37, 0.25, -0.72, 0.26, 0.37, 0.39, -0.06, 0.53, 0.14, 0.42, 0.33, 0.26, 0.47, 0.44, 0.29, -0.94, -1.09, -0.87, 1.21, -0.06, 0.49, 0.89, -1.23, -1.33, 1.31, -0.76, -0.62, -0.93, 0.34, -0.59, 0.49, 0.43, 0.33, 0.28, 0.30, 0.46, 0.35, 0.38, 0.36, 0.47, 0.22, -0.19, -0.86, -0.20, 0.27, -0.34, -0.18, -0.19], "fmax_ha_per_bohr": 0.0129, "e_homo_ev": [-0.08, -2.45], "relative_energy_kcal_mol": 2.5, "energy_ha": -3547.6070, "total_charge": -2, "spin_multiplicity": 2}

---

[2]
{"formula": "C50H55N5P2STaTe4", "method": "ωB97M-V/def2-TZVPD", "elements": ["Ta", "C", "C", "C", "N", "C", "C", "C", "C", "C", "C", "C", "N", "C", "C", "C", "N", "C", "C", "C", "C", "C", "C", "C", "N", "C", "C", "H", "H", "H", "H", "H", "H", "H", "H", "H", "H", "H", "H", "H", "H", "H", "H", "H", "H", "H", "H", "H", "H", "H", "H", "H", "H", "C", "S", "C", "C", "C", "N", "P", "C", "C", "C", "C", "C", "C", "C", "C", "C", "C", "C", "C", "P", "C", "C", "C", "C", "C", "C", "C", "C", "C", "C", "C", "C", "H", "H", "H", "H", "H", "H", "H", "H", "H", "H", "H", "H", "H", "H", "H", "H", "H", "H", "H", "H", "H", "H", "H", "H", "H", "H", "H", "H", "H", "Te", "Te", "Te", "Te"], "positions_angstrom": [[-2.8338, 0.7642, -0.2919], [-2.2271, -1.0232, 3.3851], [-3.6400, -1.1818, 2.8433], [-3.7583, -1.9601, 1.5383], [-3.4702, -1.2538, 0.2642], [-3.7482, -1.9284, -0.8592], [-4.7659, -2.9186, -0.9003], [-5.1344, -3.8101, -1.8699], [-4.5748, -4.0475, -3.1323], [-3.5781, -3.3213, -3.7186], [-2.9027, -2.1922, -3.2325], [-2.9708, -1.5236, -2.0303], [-2.2069, -0.3952, -1.7889], [-1.1976, 0.0994, -2.7274], [-1.6944, 1.3749, -3.3920], [-1.6273, 2.6244, -2.5121], [-2.0220, 2.4520, -1.1079], [-2.0049, 3.5781, -0.3107], [-1.9060, 4.8464, -0.8533], [-1.8521, 6.1100, -0.2544], [-1.8324, 6.4462, 1.0736], [-1.8922, 5.5670, 2.1564], [-2.0094, 4.2026, 2.1667], [-2.0879, 3.2701, 1.1091], [-2.1673, 1.9620, 1.3470], [-1.9222, 1.4123, 2.6767], [-1.4082, -0.0308, 2.5753], [-1.7270, -1.9960, 3.3936], [-2.2702, -0.6857, 4.4245], [-4.1277, -0.2091, 2.7546], [-4.2473, -1.7256, 3.5689], [-4.7698, -2.3546, 1.5165], [-3.0681, -2.8115, 1.5695], [-5.3928, -2.9380, -0.0205], [-5.9843, -4.4318, -1.6127], [-4.9959, -4.8641, -3.7048], [-3.2798, -3.6284, -4.7142], [-2.2011, -1.7863, -3.9451], [-0.9288, -0.6519, -3.4647], [-0.2888, 0.2925, -2.1552], [-2.7151, 1.2110, -3.7467], [-1.0889, 1.5907, -4.2756], [-2.2532, 3.3783, -2.9958], [-0.5962, 2.9982, -2.5108], [-1.8686, 4.8899, -1.9308], [-1.8104, 6.9356, -0.9549], [-1.7714, 7.5010, 1.3107], [-1.8706, 6.0294, 3.1368], [-2.0935, 3.7667, 3.1517], [-2.8370, 1.4678, 3.2774], [-1.1615, 2.0171, 3.1763], [-0.3623, -0.0527, 2.8837], [-1.3696, -0.3681, 1.5285], [5.9665, -1.6720, 2.4264], [5.8850, -2.6341, 0.9018], [5.5788, -1.3307, -0.3238], [4.1150, -1.1495, -0.7132], [3.2649, -0.7098, 0.4677], [1.8407, -0.4724, 0.1730], [1.2137, 1.0968, -0.0605], [2.4855, 1.9076, -1.1061], [3.6511, 2.4868, -0.6041], [4.6066, 3.0092, -1.4623], [4.4083, 2.9688, -2.8361], [3.2447, 2.4158, -3.3500], [2.2900, 1.8950, -2.4878], [1.5085, 1.9430, 1.5377], [1.4588, 3.3363, 1.5844], [1.6117, 4.0096, 2.7863], [1.7898, 3.2990, 3.9667], [1.8262, 1.9124, 3.9341], [1.6925, 1.2400, 2.7259], [0.6326, -1.7007, 0.0600], [1.3943, -3.0454, 1.0297], [2.0694, -4.1340, 0.4880], [2.6357, -5.0919, 1.3179], [2.5426, -4.9660, 2.6948], [1.8695, -3.8834, 3.2481], [1.2886, -2.9384, 2.4186], [0.6944, -2.3580, -1.6490], [-0.1548, -3.4275, -1.9416], [-0.2780, -3.9018, -3.2381], [0.4266, -3.2940, -4.2711], [1.2590, -2.2191, -3.9937], [1.3928, -1.7563, -2.6900], [6.2183, -2.3710, 3.2223], [5.0164, -1.1971, 2.6689], [6.7512, -0.9191, 2.3655], [6.1609, -1.5982, -1.2056], [6.0007, -0.3992, 0.0619], [3.7287, -2.0904, -1.1123], [4.0580, -0.4029, -1.5120], [3.6741, 0.2166, 0.8791], [3.3384, -1.4650, 1.2529], [3.8131, 2.5362, 0.4661], [5.5087, 3.4505, -1.0587], [5.1556, 3.3778, -3.5033], [3.0792, 2.3941, -4.4195], [1.3834, 1.4622, -2.8973], [1.3218, 3.9038, 0.6683], [1.5901, 5.0918, 2.8023], [1.9080, 3.8241, 4.9055], [1.9725, 1.3516, 4.8487], [1.7310, 0.1569, 2.7081], [2.1612, -4.2370, -0.5865], [3.1646, -5.9309, 0.8853], [2.9904, -5.7117, 3.3385], [1.7873, -3.7856, 4.3229], [0.7481, -2.1022, 2.8514], [-0.7225, -3.8973, -1.1435], [-0.9238, -4.7464, -3.4441], [0.3341, -3.6636, -5.2841], [1.8161, -1.7439, -4.7917], [2.0431, -0.9166, -2.4867], [-5.0877, 1.3248, -1.8165], [-7.2482, -0.5340, 1.4452], [-5.6931, 3.7520, 1.8670], [-5.4756, 1.3366, 0.8538]], "mulliken_charge": [-1.06, -1.96, -0.66, -0.81, 1.45, 0.10, -0.36, -0.66, -0.76, -0.86, 0.06, 1.10, 0.57, -0.07, -1.94, -1.18, 1.46, 0.42, -0.13, -0.82, -0.75, -0.85, -0.12, 0.12, 0.86, -1.17, 3.07, 0.33, 0.52, -0.11, 0.48, 0.26, 0.33, 0.12, 0.43, 0.39, 0.47, 0.54, 0.40, -0.73, 0.34, 0.51, 0.50, 0.82, 0.32, 0.40, 0.42, 0.49, 0.58, 0.60, 0.68, -0.77, -1.92, -0.63, -0.12, -1.20, -0.02, -1.03, 0.02, 1.89, 0.51, -0.76, -0.86, -0.76, -1.14, -0.05, 0.70, -0.46, -0.73, -0.83, -0.42, -0.82, 1.16, 0.12, -0.62, -0.84, -0.66, -1.15, -0.20, 0.78, -0.71, -0.78, -0.99, -0.74, -0.43, 0.38, 0.03, 0.31, 0.52, 0.41, 0.24, -0.13, 0.81, 0.41, 0.42, 0.47, 0.42, 0.50, 0.45, 0.54, 0.50, 0.41, 0.46, -0.10, 0.38, 0.44, 0.41, 0.50, 0.65, 0.50, 0.57, 0.40, 0.47, 0.32, -0.09, -0.36, -0.39, 0.47], "fmax_ha_per_bohr": 0.0338, "e_homo_ev": -9.17, "relative_energy_kcal_mol": 0.6, "energy_ha": -4421.9188, "total_charge": 1}

---

Number 1: molecular weight 1083.553 g/mol. Number 2: molecular weight 1511.388 g/mol.